This record from the Open Molecules 2025 dataset describes a structure of composition C19H27AsBrIMnO9S2Sb in a non-equilibrium geometry. The level of theory is ωB97M-V with the def2-TZVPD basis set.

Geometry as XYZ:
```
62
Properties=species:S:1:pos:R:3:forces:R:3
Mn -0.447647 0.067848 0.640147 -1.536 0.416 0.586
O 1.459706 -0.883508 3.002471 -0.211 0.191 0.093
As 1.701595 -0.387317 1.312425 1.471 -0.555 0.794
O 2.482375 -1.635120 0.594084 -0.359 0.173 -0.394
O -0.388340 -1.351897 -0.170718 0.962 -0.692 -0.677
C 2.756125 1.222747 1.457882 -0.338 0.121 -0.101
C 4.087142 1.143995 1.811371 -0.077 -0.070 -0.052
C 4.789392 2.327260 2.045392 0.019 0.060 0.017
C 4.168864 3.560679 1.919054 0.112 -0.041 0.011
C 2.832446 3.648638 1.539222 -0.061 0.046 -0.125
C 2.146624 2.473662 1.306701 0.086 -0.117 0.074
S 0.457757 2.463652 0.889870 0.113 0.153 0.203
O -0.111233 3.741984 0.753683 0.096 0.046 0.032
O 0.319618 1.520335 -0.299501 -0.043 0.342 -0.275
O -0.162694 1.554534 1.963935 0.303 -0.281 -0.564
H 2.123612 -1.550968 3.238048 -0.068 -0.022 -0.070
H 4.567907 0.178327 1.897461 0.104 0.025 0.051
H 5.829628 2.276933 2.338640 0.004 0.002 -0.038
H 4.725840 4.467985 2.109783 0.008 -0.013 -0.004
H 2.342147 4.606793 1.422220 -0.006 -0.019 -0.007
C -4.389842 -0.351511 2.057840 -0.348 0.090 -0.067
S -2.754958 0.232983 2.027431 0.155 -0.760 -0.162
O -2.481796 1.033001 0.849160 -0.373 0.187 0.397
O -2.603215 0.944675 3.403243 -0.231 0.101 -0.603
O -1.771429 -0.883640 2.049320 -0.027 0.483 -0.012
H -5.050327 0.497338 2.246602 0.037 -0.008 -0.011
H -4.483622 -1.101521 2.842565 0.079 0.049 0.033
H -4.605364 -0.776431 1.077729 0.067 0.009 -0.010
C 0.671630 -5.597532 0.288727 0.045 0.013 0.058
C 1.034840 -4.132899 0.488569 0.080 -0.100 -0.577
Sb 0.687935 -2.838537 -1.197348 -0.351 0.480 0.446
C -1.127025 -3.236862 -2.289540 0.391 -0.194 0.060
C -1.553416 -4.702985 -2.318306 0.032 0.055 -0.063
C 2.254645 -1.903779 -2.357099 -0.338 -0.552 0.234
C 3.538157 -2.712180 -2.217679 0.038 0.100 -0.039
H 0.996937 -6.139376 1.178128 -0.030 -0.028 -0.016
H 1.191715 -6.042135 -0.559288 -0.017 -0.002 0.002
H -0.395914 -5.760730 0.173546 -0.005 0.000 0.001
H 2.092159 -3.982771 0.685461 -0.011 0.033 0.101
H 0.446342 -3.631063 1.256662 0.018 -0.011 0.074
H -0.950360 -2.846943 -3.291212 -0.034 0.077 -0.002
H -1.851160 -2.605172 -1.778292 -0.057 0.048 -0.075
H -0.789269 -5.349272 -2.749880 -0.022 -0.014 0.013
H -2.440048 -4.789691 -2.946185 -0.004 -0.016 0.006
H -1.809713 -5.072974 -1.328623 -0.026 -0.012 -0.008
H 2.323990 -0.909263 -1.928509 0.008 0.110 -0.057
H 1.859048 -1.875605 -3.370453 0.033 0.108 -0.049
H 3.832914 -2.809851 -1.175149 0.015 -0.019 0.014
H 4.337926 -2.178974 -2.734082 -0.023 -0.044 -0.036
H 3.452442 -3.698427 -2.673482 0.031 0.004 0.004
Br 0.534016 -0.086065 6.878419 -0.035 0.053 -0.124
C -1.027444 0.903909 7.340243 0.168 -0.070 -0.234
C -1.337389 1.400337 8.583266 0.001 -0.032 0.118
C -2.534434 2.103191 8.706472 0.008 -0.008 0.017
C -3.382766 2.284429 7.621934 0.045 -0.045 0.029
C -3.055470 1.782324 6.364501 -0.079 0.051 -0.155
C -1.862121 1.108618 6.263524 -0.295 0.090 -0.171
I -1.000127 0.312515 4.503572 0.484 -0.051 1.262
H -0.680353 1.246587 9.428894 -0.023 0.018 0.009
H -2.803477 2.511881 9.670988 -0.004 -0.011 0.000
H -4.310724 2.825235 7.746997 0.003 0.000 -0.002
H -3.708899 1.925001 5.514565 0.015 0.052 0.043
```
Forces are in eV/Å.

⟨S²⟩ = 0.833
Energy above the lowest of the compared OMol25 structures with the same formula, charge and spin = 133.3 kJ/mol
Total charge = +3
Spin multiplicity = 2

---

This record from the Open Molecules 2025 dataset describes a cluster of 14 separate species, C19H27Cl39FN3P in total in a non-equilibrium geometry. The level of theory is ωB97M-V with the def2-TZVPD basis set.

Geometry as XYZ:
```
90
Properties=species:S:1:pos:R:3:forces:R:3
C -0.159967 1.762314 -2.564653 -0.009 -1.221 0.109
P -0.485451 0.440745 -3.812168 0.043 1.315 -2.278
C 1.092117 -0.525589 -3.982808 -1.505 -0.431 1.200
C -1.863836 -0.654961 -3.205066 0.938 -0.213 0.441
C -3.206490 -0.106749 -3.544096 0.369 0.176 0.208
C -4.342267 -1.017699 -3.180523 -0.629 -0.171 -0.710
N -4.003329 -2.458217 -3.078062 0.821 1.208 0.986
C -2.689498 -2.758274 -3.226511 -0.526 -0.108 -0.874
N -2.333540 -3.907573 -2.769399 -0.729 -1.673 0.676
F -1.101668 -4.401981 -2.877372 0.682 0.060 -0.146
N -1.798317 -2.018221 -3.844052 0.788 1.826 1.351
H -0.892817 1.789557 -1.783135 -0.561 0.102 0.425
H -0.098649 2.710636 -3.047569 -0.224 0.625 -0.487
H 0.786677 1.602472 -2.092834 0.658 -0.220 0.430
H 1.907378 0.046195 -3.600002 0.576 0.525 0.093
H 1.223539 -0.791931 -5.004852 0.213 -0.095 -0.751
H 1.047115 -1.426539 -3.383713 0.268 -0.453 0.210
H -1.715122 -0.832561 -2.141611 -0.337 0.132 0.500
H -3.328229 0.822600 -3.026431 -0.205 0.727 0.107
H -3.237288 0.056324 -4.599758 0.184 0.386 -0.721
H -5.080319 -0.929674 -3.950719 -0.529 -0.015 -0.465
H -4.839370 -0.693584 -2.290147 -0.086 -0.110 0.816
H -4.285318 -2.727057 -2.141747 -0.330 -0.701 -0.263
H -3.001282 -4.498757 -2.338550 -0.212 -1.144 0.426
H -0.860265 -2.342080 -3.668351 0.270 -0.619 -0.578
C -1.983659 -3.337203 -7.439959 -0.117 0.130 -0.306
Cl -2.183891 -2.957137 -9.143018 -0.629 -0.211 0.250
Cl -1.492879 -1.906738 -6.529073 0.196 0.085 -0.916
Cl -3.474509 -4.010717 -6.761528 0.021 -0.038 0.120
H -1.205197 -4.079576 -7.348209 0.069 -0.079 0.027
C -2.177991 -4.025226 0.875804 0.051 -0.264 0.282
Cl -2.414823 -5.760395 0.697658 0.009 0.038 -0.128
Cl -3.477653 -3.139449 0.048397 -0.129 0.148 0.340
Cl -2.099845 -3.576596 2.570099 0.011 0.039 -0.094
H -1.239991 -3.759586 0.411323 0.061 0.078 -0.070
C 5.177822 0.653931 1.509572 -0.154 0.013 -0.271
Cl 4.023678 -0.691075 1.439259 0.093 0.115 0.020
Cl 5.817453 1.022876 -0.093846 -0.063 -0.067 0.057
Cl 4.421332 2.081597 2.215188 -0.013 0.037 -0.004
H 6.001337 0.359608 2.141692 0.074 -0.017 0.080
C 1.558035 -2.441970 -11.261690 0.176 -0.214 0.100
Cl 0.984018 -3.906037 -12.056656 -0.024 0.124 -0.001
Cl 0.646688 -2.149041 -9.776150 0.507 0.225 -0.192
Cl 3.286281 -2.553293 -10.923596 -0.011 0.035 -0.026
H 1.396485 -1.608395 -11.926807 -0.026 0.113 -0.039
C -0.245359 -7.730745 -12.391656 0.184 -0.083 -0.183
Cl 1.297277 -7.339080 -11.628883 -0.031 -0.059 0.045
Cl -0.594113 -6.605406 -13.706630 -0.029 0.017 0.037
Cl -0.242972 -9.391568 -12.980426 -0.040 0.003 0.029
H -1.023167 -7.635765 -11.650876 -0.086 0.024 0.078
C 8.360240 2.047376 3.965490 -0.123 0.170 -0.075
Cl 8.500172 1.865159 2.214993 0.015 -0.040 0.005
Cl 8.301013 3.748726 4.410582 0.013 -0.016 0.015
Cl 6.931682 1.196903 4.565066 0.068 -0.067 0.117
H 9.232184 1.606791 4.422544 0.082 -0.070 0.047
C -4.417977 -0.913419 3.861354 -0.432 0.263 0.150
Cl -4.566254 -0.473015 2.149894 0.189 0.078 0.048
Cl -3.941965 0.462182 4.850738 0.108 -0.143 -0.170
Cl -5.952686 -1.569395 4.425922 -0.009 -0.128 0.040
H -3.666704 -1.678093 3.962880 0.135 -0.087 -0.089
C -1.390878 2.487466 7.834934 -0.306 -0.485 0.019
Cl 0.128561 1.855340 7.189853 -0.194 0.149 0.404
Cl -2.583166 2.839488 6.571690 0.798 -0.044 0.605
Cl -2.062796 1.350158 9.003949 -0.034 0.008 0.033
H -1.174565 3.408505 8.343351 0.058 0.172 0.117
C 1.396190 4.017845 10.710508 -0.107 -0.211 0.262
Cl 1.093864 2.285074 10.544629 -0.030 0.201 -0.005
Cl 0.340116 4.972041 9.661931 0.037 0.055 -0.052
Cl 1.202522 4.522037 12.386276 0.019 0.018 0.000
H 2.415851 4.209919 10.415673 0.095 0.021 -0.070
C 0.814181 1.130616 2.724825 0.028 0.059 0.114
Cl 0.561276 -0.615043 2.586204 -0.075 -0.054 -0.020
Cl -0.251523 2.003774 1.618627 -0.027 0.018 -0.076
Cl 0.576319 1.664727 4.381105 -0.034 -0.124 -0.590
H 1.837080 1.341705 2.450895 0.080 -0.040 -0.144
C 1.878225 5.966363 -1.555357 0.030 -0.206 -0.136
Cl 3.412024 5.315776 -2.136657 -0.012 0.031 0.032
Cl 0.786268 6.282789 -2.901560 -0.033 0.025 -0.013
Cl 1.135755 4.858462 -0.398615 -0.017 -0.028 0.068
H 2.074957 6.899589 -1.051752 0.019 0.098 0.062
C -4.140801 5.772009 4.488756 -0.213 -0.016 0.104
Cl -4.622568 6.359131 6.078840 0.048 -0.003 0.001
Cl -4.073693 4.007944 4.473069 -0.437 0.227 -0.690
Cl -5.240470 6.364760 3.244557 0.035 0.008 -0.028
H -3.153056 6.148489 4.274170 0.110 0.026 -0.027
C 4.654964 1.126123 12.677467 -0.280 -0.103 -0.077
Cl 4.407593 2.656761 11.834066 0.198 0.088 0.023
Cl 3.364619 0.846341 13.843587 0.022 0.018 0.014
Cl 4.755877 -0.207308 11.527196 0.038 0.006 0.001
H 5.589424 1.183497 13.212426 0.111 0.028 0.044
```
Forces are in eV/Å.

Total energy = -19292.71747 hartree
Total charge = +1

---

This record from the Open Molecules 2025 dataset describes a cluster of 2 separate species, C19H27N3O3 in total in a non-equilibrium geometry. The level of theory is ωB97M-V with the def2-TZVPD basis set.

Geometry as XYZ:
```
52
Properties=species:S:1:pos:R:3:forces:R:3
C -4.696756 -0.664135 -1.797161 -0.138 0.706 -4.678
C -4.544729 -1.731599 -0.787154 -2.788 -1.318 0.605
O -3.834047 -1.210281 0.341432 -5.241 -0.036 -0.708
C -2.584318 -1.483139 0.400424 -0.827 -1.088 -5.066
C -2.036469 -1.378974 1.520946 -1.122 3.230 12.168
C -0.758962 -1.435655 1.912278 3.155 -0.691 1.759
C 0.039792 -1.859013 0.980315 2.218 1.073 -9.672
C -0.475983 -1.959969 -0.542233 -8.229 1.625 12.194
C -1.871174 -1.819097 -0.717509 6.214 -0.289 2.335
H -2.181183 -2.093627 -1.611358 -2.105 -0.509 -4.051
H 0.105617 -2.093953 -1.230287 6.510 -1.839 -7.475
C 1.520706 -1.753126 0.904914 -0.303 -7.329 4.333
N 2.437998 -0.830293 0.686030 3.630 9.059 2.363
C 2.311870 0.485307 1.824765 -5.963 -7.011 -1.149
C 1.168166 1.392223 1.362635 -2.227 -3.612 16.483
N 1.304613 1.929466 0.286950 2.826 2.693 -12.740
C 1.390064 0.741818 -0.783465 -3.697 5.974 -0.183
H 0.341095 0.341177 -0.781898 1.367 -0.571 0.128
C 2.560728 -0.022628 -0.619696 -5.158 -5.785 3.795
C 3.816213 0.504892 -0.733161 1.338 -4.510 -7.243
H 4.003860 1.281699 -0.266584 1.610 7.609 4.439
C 4.815043 -0.511480 -0.552126 5.736 1.127 -4.881
H 5.919970 -0.021704 -0.715380 -2.355 -0.704 0.619
O 4.757854 -1.583361 -1.493022 -0.121 1.921 -5.715
H 4.841705 -1.064724 -2.786501 -0.391 -2.037 5.554
H 4.918790 -1.077480 0.250716 -0.256 -1.788 4.427
H 3.861756 0.663307 -1.873762 0.417 0.745 1.308
H 2.348823 -0.814574 -1.266537 0.536 -1.489 -1.942
H 1.439406 1.323683 -1.703471 0.073 -0.049 -0.435
C 0.463251 2.985895 -0.074352 -0.822 4.436 -0.123
C -0.983145 2.673161 -0.192413 -4.020 -4.212 0.104
N -1.587823 2.028331 -1.334544 2.698 3.228 4.320
O -2.765904 1.680074 -0.839747 -2.306 -2.582 -3.939
C -3.016259 1.762573 0.413379 8.630 4.120 0.323
C -1.919514 2.412967 0.965732 1.984 2.658 0.507
H -1.679333 3.012612 2.002545 -1.024 -2.214 -2.654
H -3.908819 1.601064 0.680161 -6.519 -1.694 2.215
H 0.558730 3.835726 0.864456 -0.127 -2.038 -2.752
H 0.658929 3.459743 -1.118646 0.660 -0.686 1.896
H 0.082038 1.044594 1.681822 1.677 -0.278 -0.763
H 1.310976 2.149127 2.375538 -0.510 -0.660 -2.296
H 3.104638 1.008616 2.066598 4.569 2.277 0.210
H 2.023399 -0.100488 2.795155 0.310 1.122 -1.725
H 1.780454 -2.328098 2.054888 -0.065 1.526 -2.594
H 1.913558 -2.542044 0.246203 -0.719 -0.584 -0.173
H -0.128379 -1.236459 2.829630 -2.025 0.056 -0.250
H -2.623844 -1.015050 2.529767 0.224 -0.911 -3.019
H -4.144304 -2.806698 -1.126755 -0.797 2.612 0.608
H -5.684757 -1.833135 -0.526975 2.223 -0.605 0.540
H -5.437735 -0.982849 -2.680999 1.855 0.064 1.637
H -3.722486 -0.340264 -2.256238 -0.902 -0.363 0.232
H -5.214129 0.275843 -1.565330 0.297 -0.380 1.126
```
Forces are in eV/Å.

Energy above the lowest of the compared OMol25 structures with the same formula, charge and spin = 2100.3 kJ/mol

---

This record from the Open Molecules 2025 dataset describes an isolated molecule of C19H27N3O6S. The level of theory is ωB97M-V with the def2-TZVPD basis set.

Geometry as XYZ:
```
56
Properties=species:S:1:pos:R:3:forces:R:3
C 5.945976 3.639923 -1.054389 0.057 0.084 -0.089
C 6.100593 2.437175 -0.536291 -0.085 -0.115 0.185
C 5.502863 1.999057 0.768543 -0.012 0.187 0.130
N 4.712838 0.798218 0.603155 0.516 -0.152 -0.160
C 3.386178 0.789103 0.790948 0.129 -0.459 -0.026
O 2.721120 1.710538 1.197780 -0.341 0.354 0.095
N 2.750965 -0.452735 0.504895 -0.437 0.496 0.184
C 3.314353 -1.599406 0.084661 -0.264 -0.364 -0.248
O 4.502216 -1.766672 -0.129035 0.175 -0.221 -0.024
C 2.356174 -2.781786 -0.072310 0.412 -0.423 0.247
O 1.107112 -2.437004 -0.656209 0.255 0.222 -0.333
C 0.000399 -2.699371 0.052778 -0.512 -0.503 0.321
O -0.011954 -3.240561 1.123458 -0.043 -0.026 -0.071
C -1.253589 -2.346497 -0.749546 0.011 -0.355 0.269
C -1.587788 -3.513864 -1.677479 -0.035 0.269 0.136
N -1.105272 -1.117663 -1.497464 -0.063 0.692 0.489
S -0.833016 0.201424 -0.458900 0.311 -0.507 -0.558
O -0.232505 1.235018 -1.239294 -0.177 0.103 -0.119
O -0.036000 -0.309016 0.637086 -0.678 0.424 0.134
C -2.513763 0.634481 0.023500 0.440 -0.192 -0.032
C -2.994471 0.470441 1.321233 -0.084 -0.036 0.259
C -2.213361 -0.114805 2.455010 0.167 -0.097 0.119
C -4.310413 0.876837 1.591987 0.059 0.046 -0.194
C -4.890304 0.725966 2.964458 0.052 -0.009 -0.015
C -5.074782 1.433983 0.583595 0.257 -0.100 0.010
C -4.596993 1.587315 -0.708746 0.164 -0.093 0.073
C -5.486398 2.208544 -1.745492 0.052 -0.040 -0.005
C -3.298265 1.165416 -1.005550 -0.239 0.135 -0.220
C -2.771407 1.289264 -2.400227 -0.081 0.233 -0.241
H 6.394375 3.919795 -1.992623 0.104 -0.003 -0.179
H 5.364507 4.397678 -0.556119 -0.155 0.124 0.150
H 6.680609 1.681457 -1.050375 0.115 -0.037 -0.155
H 4.842903 2.770024 1.171249 0.157 -0.064 0.014
H 6.305202 1.797159 1.490308 -0.136 0.082 -0.024
H 5.153126 -0.041514 0.241094 -0.222 0.030 0.094
H 1.734218 -0.400261 0.632210 0.416 -0.056 -0.082
H 2.176893 -3.218594 0.919517 0.102 0.071 -0.216
H 2.839049 -3.525524 -0.713752 -0.044 0.221 0.136
H -2.068197 -2.187988 -0.035375 0.134 -0.193 0.034
H -1.744128 -4.416237 -1.092619 0.010 -0.079 0.014
H -0.771986 -3.679742 -2.377335 0.070 -0.054 -0.088
H -2.491218 -3.286948 -2.236636 -0.069 -0.007 -0.047
H -0.345354 -1.174618 -2.164366 0.201 0.220 -0.096
H -2.727932 -0.993118 2.844522 -0.043 -0.038 0.082
H -2.142204 0.610191 3.264850 -0.005 0.014 0.105
H -1.212874 -0.400520 2.165551 -0.135 -0.031 0.247
H -4.887822 -0.318094 3.274113 -0.023 -0.058 0.106
H -5.913879 1.090217 2.987037 -0.057 0.012 0.030
H -4.307536 1.287440 3.693089 0.000 0.005 0.129
H -6.080096 1.759956 0.810871 -0.117 0.037 0.026
H -6.415205 2.542022 -1.290031 -0.057 0.031 -0.002
H -5.002226 3.067586 -2.205533 -0.035 0.064 -0.111
H -5.732341 1.492710 -2.529046 -0.040 0.025 -0.112
H -3.573660 1.468588 -3.107802 -0.038 -0.016 -0.042
H -2.059158 2.109982 -2.456649 -0.030 0.053 -0.132
H -2.243412 0.383944 -2.683482 -0.110 0.096 -0.198
```
Forces are in eV/Å.

Energy above the lowest of the compared OMol25 structures with the same formula, charge and spin = 118.9 kJ/mol